A single C4H7ClN2 molecule in a non-equilibrium geometry, computed with ωB97M-V with the def2-TZVPD basis set.

LUMO	0.54	eV
SMILES string	[H]/N=C(\C)N/C=C/Cl
energy above the lowest of the compared OMol25 structures with the same formula, charge and spin	192.2	kJ/mol
gap between HOMO and LUMO	8.69	eV

Last column: Mulliken charge in e.
Geometry (Å):
1 H -0.78531 -2.43017 -0.37703  0.221
2 N -0.94517 -1.41676 -0.08320  -0.690
3 C 0.11860 -0.76942 -0.35106  0.851
4 C 1.27171 -1.30516 -1.14961  -1.360
5 N 0.24248 0.57355 -0.05578  -0.238
6 C -0.35315 1.57812 0.60818  -0.086
7 C -1.56267 1.53543 1.26185  -0.391
8 Cl -2.19299 2.81956 2.29646  -0.207
9 H 0.91165 -2.18633 -1.64536  0.396
10 H 2.06318 -1.61163 -0.42998  0.284
11 H 1.73218 -0.67615 -1.87969  0.342
12 H 1.19784 0.89056 -0.37185  0.172
13 H 0.34510 2.36925 0.54281  0.370
14 H -2.04344 0.62916 1.63424  0.337

Force components x, y, z for each atom (eV/Å):
H -0.5 1.7 0.4
N 0.6 -1.7 0.1
C -1.4 0.5 -0.5
C 0.6 -1.0 1.5
N 4.1 -0.8 -2.0
C -3.4 -0.1 2.0
C 1.7 -0.2 0.7
Cl 0.5 0.1 -0.7
H 0.1 -0.5 -0.3
H -0.3 0.1 -0.5
H 0.0 0.8 -0.4
H -1.7 -0.6 0.4
H -0.4 1.6 0.4
H 0.2 0.0 -1.2

4 unconnected molecules or ions with the total composition C5H18N2O4 in a non-equilibrium geometry, computed with ωB97M-V with the def2-TZVPD basis set.

LUMO	0.32	eV
SMILES string	C=C(N)C[C@H](N)CO.O.O.O
energy above the lowest of the compared OMol25 structures with the same formula, charge and spin	479.9	kJ/mol
gap between HOMO and LUMO	8.72	eV

Last column: Mulliken charge in e.
Geometry (Å):
1 C 3.51146 1.69889 0.31294  -1.240
2 C 2.70637 1.00463 -0.55945  0.376
3 N 3.02098 0.71467 -1.83183  -0.405
4 C 1.35519 0.32229 -0.09787  -0.813
5 C 0.19202 0.37587 -0.92718  1.137
6 N -0.33224 1.64178 -1.37676  -0.622
7 C -0.87737 -0.42256 -0.03717  -0.566
8 O -2.19456 -0.13749 -0.38435  -0.577
9 H 4.47689 1.88454 0.13030  0.402
10 H 3.25699 1.70066 1.41697  0.222
11 H 3.94626 1.25290 -2.02285  0.246
12 H 2.91874 -0.16290 -2.30276  0.218
13 H 1.52992 -0.62719 0.34343  0.538
14 H 1.07673 0.94166 0.83547  -0.001
15 H 0.15796 -0.27590 -1.83072  0.251
16 H -0.64064 2.29635 -0.63102  0.193
17 H -0.02773 2.08308 -2.09018  0.098
18 H -0.51934 -1.51914 0.01022  0.155
19 H -0.91918 -0.38842 1.04394  0.020
20 H -2.26717 0.73041 -0.91682  0.372
21 O -0.85099 -4.13016 -1.75357  -0.598
22 H -1.63211 -3.65419 -2.08335  0.327
23 H -0.11154 -3.69964 -1.85193  0.262
24 O -3.10765 -1.10621 2.25118  -0.714
25 H -2.65427 -0.50422 3.01286  0.389
26 H -3.10579 -0.67796 1.39703  0.342
27 O -1.75088 0.93956 3.48687  -0.692
28 H -1.34434 0.72577 4.26349  0.321
29 H -1.05598 0.99872 2.78738  0.359

Force components x, y, z for each atom (eV/Å):
C -4.8 -2.2 1.4
C -1.1 -1.2 3.2
N 3.5 3.0 -2.0
C 3.3 3.8 2.9
C -3.5 -1.6 -1.1
N -3.8 -2.6 7.6
C 0.7 -0.7 0.0
O -1.2 0.9 -1.8
H 3.5 0.9 -1.1
H -0.1 0.4 -1.6
H -2.1 -1.8 -0.4
H -0.2 -0.2 0.3
H 0.4 -1.2 -0.1
H 0.4 -0.7 -1.2
H 0.8 0.4 0.3
H 0.7 -0.7 -0.7
H 3.0 3.2 -6.1
H -1.2 0.9 -1.4
H 1.0 1.4 0.8
H 0.8 -2.0 1.0
O -6.8 -4.0 0.9
H 0.9 0.0 0.2
H 5.9 4.0 -1.1
O 1.1 0.7 3.2
H -1.6 -1.6 -3.4
H 0.2 0.7 -0.1
O -0.9 1.2 -3.9
H 1.9 -0.8 3.3
H -0.8 -0.1 1.0

11 unconnected molecules or ions with the total composition C10H40N15O13 in a non-equilibrium geometry, computed with ωB97M-V with the def2-TZVPD basis set.

LUMO	2.22	eV
energy above the lowest of the compared OMol25 structures with the same formula, charge and spin	0.0	kJ/mol
charge	-1
gap between HOMO and LUMO	8.93	eV

Last column: Mulliken charge in e.
Geometry (Å):
1 N 0.86671 -0.01143 -0.33584  1.006
2 O 1.89679 0.35093 0.24773  -0.800
3 O 0.96589 -0.71536 -1.37669  -1.274
4 O -0.24562 0.24755 0.14268  0.317
5 C 2.48688 0.64211 -4.28592  -0.087
6 O 3.70691 0.05116 -3.82077  -0.529
7 H 2.73341 1.54983 -4.83770  0.340
8 H 1.98997 -0.08542 -4.93495  0.237
9 H 1.78732 0.84276 -3.47272  -0.237
10 H 3.69448 0.18379 -2.86434  0.300
11 C -0.70544 3.00998 -2.09273  -0.184
12 O -0.34641 4.41748 -2.05973  -0.557
13 H -1.57749 2.98573 -1.43661  0.185
14 H -0.99892 2.73264 -3.10496  0.311
15 H 0.07619 2.35719 -1.72079  -0.060
16 H -1.11390 4.86642 -2.42104  0.301
17 C 2.78617 3.61043 0.13658  -0.281
18 O 1.67361 4.48369 0.06794  -0.521
19 H 2.68041 2.78258 -0.56687  -0.011
20 H 3.70624 4.17594 -0.05031  0.354
21 H 2.85907 3.21235 1.14654  0.151
22 H 1.42925 4.63380 -0.85168  0.288
23 C 4.68254 -1.81741 -1.04423  0.475
24 O 5.77691 -2.30502 -1.25375  -0.694
25 N 3.49501 -2.39079 -1.41089  -0.255
26 N 4.46295 -0.51589 -0.62964  -0.302
27 H 3.51723 -3.26935 -1.89409  0.162
28 H 2.61217 -1.94102 -1.24254  0.232
29 H 3.55750 -0.18312 -0.29573  0.334
30 H 5.25339 0.09886 -0.69815  0.187
31 C -3.33986 -1.28833 2.55826  0.382
32 O -3.28381 -1.89671 3.61686  -0.742
33 N -4.37154 -0.46296 2.22055  -0.249
34 N -2.31500 -1.30963 1.65087  0.276
35 H -5.13428 -0.40126 2.86848  0.190
36 H -4.43916 0.07797 1.37784  0.238
37 H -2.30475 -0.78172 0.79559  -0.235
38 H -1.57471 -1.99366 1.72669  0.116
39 C -3.78917 1.62847 1.10966  0.694
40 O -4.19865 1.24103 0.01685  -0.712
41 N -2.59685 1.19129 1.60472  -0.073
42 N -4.52004 2.42205 1.95662  -0.424
43 H -1.96588 0.72344 0.97280  -0.193
44 H -2.28773 1.27178 2.55775  0.167
45 H -4.14221 2.55700 2.87484  0.175
46 H -5.43340 2.70345 1.66165  0.264
47 C -2.27887 0.20531 -3.30317  0.356
48 O -3.12746 0.60084 -4.09024  -0.739
49 N -0.98088 -0.06181 -3.62411  -0.140
50 N -2.52704 0.06451 -1.96977  0.017
51 H -0.26896 -0.31170 -2.95398  0.064
52 H -0.59443 0.15750 -4.52430  0.198
53 H -3.47547 0.22137 -1.66729  0.157
54 H -1.80262 -0.17527 -1.31460  0.012
55 C -1.14723 -3.68449 -0.46708  0.627
56 O -0.69976 -3.52999 0.66993  -0.653
57 N -0.69139 -3.02064 -1.54936  -0.090
58 N -2.18026 -4.55058 -0.69127  -0.487
59 H -1.14403 -3.11424 -2.44009  0.179
60 H 0.08451 -2.38239 -1.46034  -0.041
61 H -2.71433 -4.50249 -1.53985  0.165
62 H -2.58299 -5.04552 0.08130  0.249
63 C 1.19855 1.65482 3.63779  0.435
64 O 1.28262 2.36760 4.63224  -0.760
65 N 1.67127 0.37022 3.53354  -0.105
66 N 0.49851 2.06735 2.51917  -0.098
67 H 1.63594 0.00660 2.59661  0.128
68 H 2.08060 -0.08194 4.32619  0.136
69 H 0.21325 3.02772 2.53148  0.189
70 H 0.27461 1.42211 1.77976  -0.109
71 C 1.47449 -2.43667 3.18813  0.606
72 O 2.22835 -1.90491 3.99550  -0.797
73 N 1.68151 -2.38831 1.84015  -0.146
74 N 0.39545 -3.19619 3.57041  -0.327
75 H 1.06066 -2.76263 1.13103  0.244
76 H 2.56959 -2.01849 1.54787  0.046
77 H 0.14619 -3.26620 4.53673  0.225
78 H -0.29257 -3.41412 2.86876  0.197

Force components x, y, z for each atom (eV/Å):
N 0.6 -0.6 0.6
O -0.5 0.2 -0.1
O 0.0 0.3 -0.2
O -0.1 0.1 -0.4
C 0.4 -0.6 -0.1
O -0.7 0.4 0.3
H -0.3 0.1 0.0
H 0.1 0.2 -0.2
H 0.1 0.2 0.1
H 0.4 -0.3 0.0
C -1.1 1.2 0.2
O 0.7 -0.6 -0.3
H 0.0 -0.9 0.0
H 0.1 -0.2 0.0
H 0.3 0.3 0.1
H 0.1 0.2 0.0
C 0.1 0.4 0.0
O -0.2 0.0 0.2
H 0.2 -0.1 0.0
H 0.1 -0.2 -0.2
H -0.2 -0.1 0.0
H -0.1 0.0 0.0
C -0.8 1.1 -1.2
O -0.1 -0.1 0.3
N 0.1 -1.0 0.4
N 0.5 0.0 0.2
H 0.1 -0.1 0.2
H 0.0 0.2 -0.2
H 0.4 -0.1 -0.3
H 0.0 0.0 0.4
C 0.4 0.3 -0.3
O -0.2 -0.3 0.0
N -1.2 -1.3 0.9
N 0.3 -1.0 -0.2
H 0.0 -0.2 0.1
H -0.4 -1.5 -0.1
H -0.4 -0.8 0.2
H -0.3 0.0 0.2
C 1.5 1.2 0.7
O -0.4 0.5 -0.2
N 0.2 2.2 -1.1
N 0.8 -0.4 -0.7
H -0.1 0.9 0.3
H 0.0 0.2 0.0
H -0.4 0.4 0.1
H -0.1 0.1 0.2
C 0.0 0.6 0.7
O 0.2 -0.3 -0.3
N 1.0 -0.4 -0.7
N -0.5 -0.4 -0.5
H -0.3 0.1 0.4
H -0.6 0.1 -0.2
H 0.3 0.2 0.2
H 0.0 0.1 0.0
C -0.5 0.0 0.3
O 0.5 -0.1 -0.1
N 0.0 -0.4 0.0
N 0.0 -0.1 -0.4
H 0.1 0.0 0.0
H -0.2 0.3 0.1
H 0.0 0.0 0.0
H 0.1 0.2 0.2
C -0.6 -0.5 0.0
O 0.3 -0.1 -0.1
N -0.8 2.7 -0.3
N 0.3 -0.1 0.7
H 0.4 -0.6 0.3
H 0.1 -0.1 -0.3
H -0.1 0.0 -0.3
H 0.1 0.4 -0.2
C 0.0 -0.8 0.6
O 0.2 -1.4 -0.2
N 0.3 0.5 -0.3
N 0.1 0.2 -0.6
H -0.1 -0.2 0.5
H 0.0 0.1 0.0
H 0.0 0.3 0.1
H -0.1 -0.2 0.1

2 unconnected molecules or ions with the total composition C36H49BFN4O6P in a non-equilibrium geometry, computed with ωB97M-V with the def2-TZVPD basis set.

LUMO	-1.39	eV
SMILES string	CCc1cc(F)c2nc(B(O)N(C)C)c(P(N)O)nc2c1CCOCCOc1ccc(C(C)(C)CC(C)(C)C)cc1.O=C1C=CC(=O)C=C1
gap between HOMO and LUMO	6.82	eV

Last column: Mulliken charge in e.
Geometry (Å):
1 C 5.56096 -3.43479 3.24425  -1.191
2 C 4.34379 -3.57502 2.25361  -1.212
3 C 3.68718 -2.20478 2.09248  1.265
4 C 2.37949 -1.99673 2.66957  -0.720
5 C 1.76557 -0.80761 2.52565  0.129
6 F 0.52220 -0.68416 3.05310  -0.492
7 C 2.33343 0.30875 1.84473  0.446
8 N 1.58204 1.44581 1.76524  -0.310
9 C 2.23344 2.38449 1.10355  0.822
10 B 1.44850 3.78693 0.93817  0.658
11 O 1.47620 4.69906 2.00814  -0.702
12 N 0.78294 4.07902 -0.30441  0.136
13 C 0.68835 2.89088 -1.19071  -1.107
14 C -0.62392 4.54700 -0.07332  -0.793
15 C 3.56692 2.24436 0.53630  -0.801
16 P 4.47251 3.63608 -0.34588  -0.104
17 N 4.63366 4.91831 0.82020  -0.611
18 O 3.51380 4.19819 -1.61340  -0.464
19 N 4.24441 1.12003 0.60447  -0.077
20 C 3.61290 0.11689 1.27911  0.110
21 C 4.25806 -1.16273 1.41474  0.493
22 C 5.62886 -1.33388 0.73179  -0.985
23 C 5.33680 -1.48446 -0.80001  -0.728
24 O 4.30633 -2.44567 -0.97329  -0.423
25 C 3.17950 -1.82995 -1.58700  0.669
26 C 2.21566 -2.97435 -1.95856  -1.008
27 O 1.10262 -2.49374 -2.69658  -0.539
28 C 0.16947 -1.85008 -1.92247  0.507
29 C -0.78654 -1.10338 -2.60214  -0.815
30 C -1.80140 -0.43060 -1.93445  -0.510
31 C -1.90837 -0.46227 -0.54229  0.216
32 C -3.03972 0.23747 0.27323  2.679
33 C -3.56039 -0.87093 1.26240  -1.930
34 C -4.17157 0.55652 -0.72893  -1.775
35 C -2.41821 1.47409 0.98829  -0.014
36 C -3.39224 2.57317 1.50328  2.544
37 C -3.84690 3.59712 0.40625  -1.821
38 C -4.63485 2.05215 2.27128  -1.887
39 C -2.57328 3.41431 2.54942  -2.055
40 C -0.92207 -1.19511 0.13346  -0.673
41 C 0.09196 -1.86784 -0.52720  -0.346
42 H 6.52412 -3.64220 2.75876  0.347
43 H 5.56940 -2.42836 3.68749  0.304
44 H 5.47879 -4.14120 4.08750  0.364
45 H 4.68769 -3.98229 1.29448  0.325
46 H 3.59274 -4.22162 2.72692  0.450
47 H 1.91168 -2.82413 3.20533  0.400
48 H 0.72701 4.48739 2.58413  0.334
49 H 0.18911 2.04836 -0.68002  0.291
50 H 0.10449 3.16378 -2.08643  0.411
51 H 1.65788 2.53299 -1.55793  0.249
52 H -1.29334 3.72706 -0.38392  -0.057
53 H -0.85509 5.40666 -0.71770  0.279
54 H -0.80895 4.72904 0.99238  0.426
55 H 4.59529 5.82776 0.37082  0.276
56 H 3.95242 4.84156 1.57446  0.329
57 H 3.20006 5.08643 -1.37698  0.274
58 H 6.27828 -0.46214 0.88580  0.431
59 H 6.11140 -2.27016 1.03290  0.220
60 H 5.07015 -0.50312 -1.22924  0.311
61 H 6.25665 -1.78766 -1.33590  0.459
62 H 3.49935 -1.37961 -2.54489  0.324
63 H 2.70116 -1.10170 -0.91143  -0.209
64 H 2.77969 -3.63289 -2.63993  0.373
65 H 1.96446 -3.60529 -1.09164  0.335
66 H -0.75842 -1.06815 -3.69348  0.477
67 H -2.50346 0.12061 -2.55907  0.314
68 H -2.87636 -1.02028 2.10541  0.323
69 H -3.67819 -1.77820 0.64617  0.422
70 H -4.58260 -0.61872 1.58592  0.583
71 H -5.03386 1.07725 -0.29387  0.251
72 H -3.75450 1.24612 -1.48505  0.437
73 H -4.52024 -0.33046 -1.28210  0.239
74 H -1.84003 1.12118 1.86280  0.594
75 H -1.71231 1.96071 0.29308  -1.383
76 H -4.95319 3.61163 0.42529  0.463
77 H -3.57376 3.31187 -0.61813  0.333
78 H -3.55631 4.63280 0.64452  0.344
79 H -4.36451 1.16701 2.86641  0.284
80 H -5.50496 1.82355 1.64124  0.378
81 H -4.97022 2.81549 2.99694  0.473
82 H -3.20543 4.26317 2.85983  0.538
83 H -1.67222 3.77735 2.03206  0.242
84 H -2.36447 2.83188 3.45904  0.510
85 H -0.99853 -1.22249 1.22287  0.240
86 H 0.82585 -2.42820 0.05590  0.139
87 O -3.95092 -6.84803 -3.19721  -0.543
88 C -4.19135 -5.66699 -3.33140  0.175
89 C -3.24368 -4.62796 -2.86218  -0.386
90 C -3.51103 -3.33233 -3.00878  0.005
91 C -4.76643 -2.87328 -3.64840  0.243
92 O -5.00873 -1.69124 -3.78295  -0.550
93 C -5.71583 -3.91147 -4.11853  -0.480
94 C -5.44860 -5.20661 -3.97213  -0.441
95 H -2.33131 -4.98114 -2.39796  0.497
96 H -2.83150 -2.55983 -2.67187  0.622
97 H -6.62768 -3.55691 -4.58246  0.421
98 H -6.12780 -5.97953 -4.30894  0.412

Force components x, y, z for each atom (eV/Å):
C -0.3 -0.4 0.2
C 0.4 0.9 0.9
C -1.1 0.0 -0.1
C 1.2 -0.8 -0.3
C -0.6 0.2 0.2
F 0.3 0.3 -0.1
C -0.9 -1.0 0.6
N 1.6 0.1 -0.8
C 0.0 1.4 -0.3
B 0.6 0.1 -0.6
O -0.7 -0.6 -0.4
N -1.0 -1.5 1.4
C 0.1 0.0 -0.8
C 0.4 0.1 -0.7
C -1.1 0.4 0.7
P 2.3 -0.6 -1.3
N -1.3 -1.1 -0.2
O 0.1 0.4 1.3
N -0.5 0.5 0.2
C 0.0 -0.7 0.4
C 1.5 0.3 -0.3
C -1.1 -0.1 -1.0
C 1.0 0.5 0.6
O -0.1 0.6 -0.5
C -0.3 -1.0 -0.4
C 1.2 -0.4 -0.4
O -0.1 0.0 1.0
C -0.6 0.5 -0.1
C 0.0 0.0 -0.4
C 0.0 0.2 0.0
C 0.2 0.1 0.2
C 0.2 -1.2 -0.4
C -0.6 0.7 -0.9
C 0.4 0.8 -0.3
C -0.8 0.0 0.0
C 0.3 0.9 0.6
C -1.0 -0.4 0.2
C 0.2 -0.1 0.4
C -0.7 -0.3 -0.4
C -0.6 0.4 0.1
C 0.6 -0.5 0.1
H -0.3 0.2 0.1
H 0.2 -0.3 -0.2
H 0.0 0.2 -0.4
H -0.4 0.1 0.2
H 0.3 -0.1 -0.4
H -0.1 0.4 -0.1
H 0.3 0.3 0.3
H 0.1 0.3 -0.3
H 0.2 -0.1 0.3
H -0.1 0.3 0.3
H 0.2 0.5 0.2
H 0.0 0.0 0.4
H 0.1 0.6 -0.7
H 0.1 0.0 0.3
H 0.0 0.5 -0.1
H -0.5 -0.3 -0.2
H -0.1 -0.3 0.1
H 0.0 0.5 0.2
H -0.1 -0.4 0.3
H -0.4 -0.2 0.2
H -0.3 0.2 0.4
H 0.2 0.0 -0.3
H -0.3 0.2 0.1
H -0.2 0.4 -0.2
H 0.1 0.0 0.3
H 0.1 -0.2 0.3
H -0.4 -0.1 -0.1
H 0.2 0.1 0.5
H 0.5 0.0 0.3
H 0.3 -0.3 0.1
H -0.4 -0.2 0.2
H 0.2 0.2 0.4
H -0.1 0.0 -0.4
H -0.2 -0.3 0.3
H 0.4 0.1 -0.2
H 0.2 0.2 0.3
H 0.2 -0.4 -0.3
H -0.2 0.2 -0.2
H 0.4 -0.1 0.1
H 0.1 -0.2 -0.4
H 0.4 -0.1 -0.1
H -0.3 -0.3 0.8
H 0.3 0.1 -0.4
H 0.4 -0.2 -0.4
H -0.3 0.3 -0.1
O 0.0 0.0 0.0
C 0.1 -0.1 0.0
C 0.0 0.1 0.0
C 0.1 -0.1 0.1
C 0.0 0.1 0.0
O 0.0 0.0 0.0
C -0.1 -0.1 0.0
C -0.1 0.1 0.0
H 0.0 0.0 0.0
H 0.0 0.0 0.0
H 0.0 0.0 0.0
H 0.0 0.0 0.0